(1)
A 6-piece molecular cluster, H12O6 overall at a distorted geometry. Source: the Open Molecules 2025 dataset; level of theory: ωB97M-V/def2-TZVPD.

* HOMO-LUMO gap: 10.225 eV
* ΔE to the lowest compared entry with this formula, charge and spin: 2.844 eV
* E_HOMO: -10.430 eV
* DFT total energy: -458.56794 a.u.

Last column: natural (NBO) charge in e.
Cartesian coordinates (Å):
1 O 0.585 1.613 -1.054  -0.951
2 H 1.479 1.809 -1.169  0.495
3 H 0.084 2.454 -0.548  0.509
4 O 1.281 0.892 2.916  -0.980
5 H 0.897 1.803 2.643  0.439
6 H 0.827 0.395 2.127  0.484
7 O 1.519 -2.635 0.076  -0.959
8 H 1.340 -3.282 -0.678  0.482
9 H 2.555 -2.480 -0.064  0.484
10 O -3.033 -1.087 0.908  -0.940
11 H -2.699 -1.335 1.804  0.473
12 H -2.485 -1.600 0.299  0.467
13 O -0.942 1.250 -3.314  -0.979
14 H -0.379 1.600 -2.498  0.486
15 H -1.801 0.997 -2.911  0.464
16 O 0.054 -0.093 0.761  -0.936
17 H 0.282 0.562 0.236  0.469
18 H 0.445 -0.872 0.463  0.493

(2)
A 13-piece molecular cluster, H26O13 overall at a distorted geometry. Source: the Open Molecules 2025 dataset; level of theory: ωB97M-V/def2-TZVPD.

* HOMO-LUMO gap: 10.099 eV
* ΔE to the lowest compared entry with this formula, charge and spin: 4.776 eV
* E_HOMO: -10.510 eV
* DFT total energy: -993.59772 a.u.

Last column: natural (NBO) charge in e.
Cartesian coordinates (Å):
1 H 0.205 -0.222 1.987  0.470
2 H -0.669 -0.458 0.767  0.458
3 H 0.024 -2.257 -2.784  0.456
4 H 0.961 -2.612 -3.926  0.468
5 H 1.992 2.941 -1.798  0.450
6 H 1.517 1.507 -1.972  0.471
7 H 0.844 2.587 4.878  0.468
8 H 0.532 1.688 6.063  0.466
9 H 2.881 0.899 2.373  0.476
10 H 2.824 2.056 1.389  0.477
11 H -0.732 -4.748 0.144  0.463
12 H -1.026 -3.270 0.348  0.475
13 H 2.651 3.558 0.148  0.448
14 H 1.459 3.598 1.089  0.482
15 H -3.379 -0.889 1.815  0.468
16 H -3.161 -2.151 2.633  0.473
17 H 2.061 -4.120 -0.533  0.476
18 H 1.688 -2.772 0.061  0.462
19 H -2.108 1.333 -3.704  0.470
20 H -1.462 0.700 -2.482  0.448
21 H -3.693 0.558 -2.280  0.468
22 H -5.158 0.716 -1.908  0.480
23 H 4.568 -1.584 0.274  0.439
24 H 3.297 -2.418 0.263  0.466
25 H -4.032 2.214 -1.162  0.478
26 H -2.550 2.345 -1.474  0.461
27 O -0.607 -0.659 1.707  -0.930
28 O 0.937 -2.160 -3.075  -0.923
29 O 1.416 2.392 -2.343  -0.920
30 O 0.301 2.538 5.673  -0.934
31 O 2.278 1.366 1.784  -0.961
32 O -0.674 -4.045 0.802  -0.938
33 O 2.256 4.085 0.851  -0.922
34 O -2.874 -1.710 1.826  -0.938
35 O 2.201 -3.174 -0.649  -0.909
36 O -1.253 1.058 -3.352  -0.914
37 O -4.493 1.037 -2.527  -0.935
38 O 4.163 -2.348 -0.153  -0.935
39 O -3.185 2.422 -0.752  -0.956

(3)
A 2-piece molecular cluster, C29H25O6 overall at a distorted geometry. Source: the Open Molecules 2025 dataset; level of theory: ωB97M-V/def2-TZVPD.

* HOMO-LUMO gap: 4.732 eV
* charge: -1
* ΔE to the lowest compared entry with this formula, charge and spin: 0.670 eV
* E_HOMO: -3.064 eV
* DFT total energy: -1571.55258 a.u.

Last column: natural (NBO) charge in e.
Cartesian coordinates (Å):
1 C 4.784 -4.289 -0.171  -0.209
2 C 3.391 -4.409 -0.222  -0.174
3 C 2.621 -3.261 -0.075  -0.124
4 C 3.213 -2.005 0.097  -0.043
5 C 4.599 -1.870 0.141  -0.202
6 C 5.382 -3.023 0.013  -0.206
7 C 2.169 -0.956 0.157  0.526
8 O 2.337 0.260 0.249  -0.548
9 C 0.868 -1.678 0.061  -0.344
10 C -0.330 -1.035 -0.093  0.024
11 C -1.604 -1.689 0.014  -0.043
12 C -1.802 -2.765 0.919  -0.133
13 C -2.969 -3.517 0.876  -0.243
14 C -4.014 -3.150 0.016  -0.190
15 C -3.869 -2.029 -0.812  -0.221
16 C -2.670 -1.325 -0.837  -0.157
17 C 1.141 -3.143 -0.139  0.544
18 O 0.375 -4.073 -0.360  -0.552
19 H 5.408 -5.179 -0.274  0.210
20 H 2.886 -5.361 -0.369  0.228
21 H 5.031 -0.881 0.275  0.229
22 H 6.470 -2.948 0.054  0.210
23 H -0.260 -0.106 -0.631  0.274
24 H -1.013 -2.993 1.638  0.212
25 H -3.055 -4.397 1.521  0.206
26 H -4.935 -3.727 0.003  0.203
27 H -4.688 -1.703 -1.462  0.215
28 H -2.510 -0.493 -1.529  0.249
29 C 3.176 2.995 -1.213  -0.630
30 C 1.948 2.556 -1.938  -0.073
31 O 0.933 2.519 -0.892  -0.498
32 C -0.147 1.848 -1.277  0.798
33 C -1.158 1.553 -0.194  -0.548
34 C -0.800 1.440 1.242  0.782
35 O -1.540 1.042 2.139  -0.705
36 O 0.456 1.803 1.516  -0.514
37 C 0.726 1.767 2.938  -0.069
38 C 2.147 2.222 3.019  -0.626
39 C -2.510 1.919 -0.509  0.102
40 C -3.593 1.672 0.385  -0.286
41 C -4.879 2.101 0.093  -0.216
42 C -5.153 2.751 -1.122  -0.304
43 C -4.121 2.954 -2.047  -0.222
44 C -2.833 2.533 -1.756  -0.278
45 O -0.287 1.429 -2.427  -0.692
46 H 4.008 3.110 -1.907  0.191
47 H 2.995 3.944 -0.700  0.204
48 H 3.437 2.236 -0.471  0.236
49 H 1.612 3.270 -2.707  0.177
50 H 2.067 1.550 -2.366  0.196
51 H 0.026 2.457 3.432  0.183
52 H 0.584 0.740 3.302  0.184
53 H 2.523 2.122 4.037  0.190
54 H 2.766 1.632 2.336  0.228
55 H 2.209 3.276 2.726  0.204
56 H -3.370 1.156 1.316  0.250
57 H -5.667 1.939 0.831  0.193
58 H -6.164 3.090 -1.349  0.188
59 H -4.301 3.447 -3.005  0.192
60 H -2.046 2.673 -2.493  0.219

(4)
C27H52BrN7OPRe as an isolated structure. Source: the Open Molecules 2025 dataset; level of theory: ωB97M-V/def2-TZVPD.

* 2S+1: 2
* HOMO-LUMO gap (spin up / spin down): 6.166 / 6.498 eV
* charge: +3
* ΔE to the lowest compared entry with this formula, charge and spin: 0.000 eV
* E_HOMO (spin up / spin down): -15.946 / -15.984 eV
* DFT total energy: -4511.38183 a.u.
* <S²>: 0.761

Last column: Mulliken charge in e.
Cartesian coordinates (Å):
1 Re 0.141 0.625 0.839  0.624
2 C 3.851 -2.017 3.914  -1.125
3 N 3.520 -1.138 2.783  0.116
4 C 4.605 -0.659 1.921  -1.058
5 C 2.279 -0.737 2.535  0.503
6 N 1.972 0.125 1.587  -0.581
7 N 1.293 -1.271 3.353  0.074
8 C -0.063 -1.097 3.336  0.573
9 N -0.732 -1.743 4.289  -0.364
10 N -0.676 -0.349 2.442  -0.294
11 H 4.927 -2.150 3.942  0.289
12 H 3.401 -3.004 3.792  0.406
13 H 3.562 -1.565 4.865  0.434
14 H 5.508 -1.210 2.157  0.294
15 H 4.793 0.404 2.084  0.389
16 H 4.371 -0.850 0.871  0.377
17 H 2.793 0.475 1.110  0.160
18 H 1.633 -1.901 4.064  0.239
19 H -0.287 -2.365 4.945  0.189
20 H -1.736 -1.669 4.354  0.207
21 H -1.682 -0.354 2.566  0.217
22 C -4.063 -4.055 -3.776  -1.556
23 C -3.679 -2.610 -4.130  1.877
24 C -4.946 -1.757 -4.152  -2.121
25 C -3.035 -2.574 -5.524  -1.554
26 C -2.667 -2.105 -3.104  -0.110
27 C -2.918 -0.984 -2.306  -0.510
28 C -1.949 -0.607 -1.414  0.338
29 Br -2.218 0.946 -0.302  0.027
30 C -0.733 -1.269 -1.257  0.854
31 O 0.143 -0.784 -0.334  -0.355
32 C -0.454 -2.391 -2.037  -0.932
33 C -1.454 -2.761 -2.941  -0.597
34 C 0.825 -3.232 -1.979  2.134
35 C 1.868 -2.767 -0.957  -1.892
36 C 1.487 -3.201 -3.365  -1.673
37 C 0.439 -4.677 -1.623  -1.687
38 H -4.788 -4.426 -4.500  0.470
39 H -4.518 -4.110 -2.786  0.370
40 H -3.206 -4.728 -3.800  0.329
41 H -5.634 -2.160 -4.894  0.431
42 H -4.739 -0.723 -4.435  0.415
43 H -5.466 -1.769 -3.192  0.411
44 H -3.749 -2.932 -6.265  0.468
45 H -2.153 -3.212 -5.589  0.329
46 H -2.746 -1.558 -5.798  0.369
47 H -3.844 -0.434 -2.396  0.638
48 H -1.273 -3.626 -3.563  0.491
49 H 2.228 -1.759 -1.170  0.195
50 H 2.721 -3.445 -1.014  0.658
51 H 1.482 -2.802 0.064  0.156
52 H 1.773 -2.186 -3.645  0.371
53 H 0.834 -3.594 -4.141  0.357
54 H 2.387 -3.817 -3.353  0.466
55 H -0.043 -4.729 -0.645  0.366
56 H 1.336 -5.298 -1.596  0.473
57 H -0.237 -5.114 -2.355  0.354
58 C 3.353 3.691 -2.322  -0.913
59 N 1.905 3.450 -2.181  0.026
60 C 0.995 4.193 -3.073  -0.900
61 C 1.444 2.645 -1.301  0.480
62 N 1.012 1.917 -0.497  -0.494
63 H 3.640 3.515 -3.357  0.343
64 H 3.902 3.014 -1.674  0.311
65 H 3.571 4.723 -2.050  0.340
66 H 1.298 4.015 -4.103  0.360
67 H 1.057 5.257 -2.850  0.347
68 H -0.023 3.842 -2.930  0.306
69 C -2.498 2.011 3.935  -1.242
70 C -1.971 3.005 2.908  -0.811
71 P -0.279 2.746 2.261  1.165
72 C 0.817 2.673 3.724  -0.507
73 C 0.735 3.824 4.721  -1.454
74 C 0.078 4.288 1.334  -0.485
75 C -0.499 5.594 1.875  -1.448
76 H -3.427 2.390 4.360  0.456
77 H -1.800 1.866 4.760  0.324
78 H -2.732 1.039 3.501  0.177
79 H -1.947 4.001 3.356  0.583
80 H -2.651 3.089 2.055  0.574
81 H 1.834 2.566 3.334  0.401
82 H 0.583 1.721 4.214  0.143
83 H 1.103 4.753 4.291  0.347
84 H 1.351 3.603 5.590  0.419
85 H -0.282 3.990 5.075  0.341
86 H -0.290 4.121 0.318  0.294
87 H 1.169 4.339 1.260  0.403
88 H -1.584 5.616 1.798  0.363
89 H -0.119 6.426 1.284  0.424
90 H -0.226 5.781 2.912  0.298

(5)
A 19-piece molecular cluster, H38O19 overall at a distorted geometry. Source: the Open Molecules 2025 dataset; level of theory: ωB97M-V/def2-TZVPD.

* HOMO-LUMO gap: 11.099 eV
* ΔE to the lowest compared entry with this formula, charge and spin: 0.723 eV
* E_HOMO: -10.880 eV
* DFT total energy: -1452.41321 a.u.

Last column: natural (NBO) charge in e.
Cartesian coordinates (Å):
1 O -2.672 -0.661 -1.915  -0.999
2 H -2.302 -0.735 -2.814  0.519
3 H -3.415 -1.299 -1.815  0.502
4 O -2.578 -2.653 0.112  -0.988
5 H -2.303 -2.984 0.970  0.492
6 H -1.886 -2.115 -0.290  0.494
7 O -3.059 1.124 4.139  -0.965
8 H -3.221 0.225 3.869  0.477
9 H -2.213 1.126 4.572  0.494
10 O 3.937 -4.108 -1.328  -0.984
11 H 4.701 -4.702 -1.265  0.475
12 H 3.810 -3.593 -0.536  0.495
13 O -3.751 2.275 1.678  -0.972
14 H -3.191 2.340 2.456  0.494
15 H -4.617 2.251 2.131  0.476
16 O -0.768 0.001 -4.062  -0.989
17 H -0.943 0.855 -4.468  0.469
18 H -0.001 0.059 -3.519  0.507
19 O -0.322 -2.933 2.032  -0.984
20 H 0.154 -3.727 2.287  0.473
21 H 0.003 -2.289 2.719  0.502
22 O 0.620 -0.409 0.418  -1.034
23 H -0.043 0.290 0.193  0.519
24 H 1.255 -0.345 -0.342  0.511
25 O 3.892 -0.614 -2.560  -0.958
26 H 3.801 -1.439 -2.073  0.498
27 H 4.590 -0.702 -3.189  0.487
28 O 0.836 4.019 0.822  -0.968
29 H 0.143 4.445 0.324  0.506
30 H 0.425 3.576 1.581  0.492
31 O 0.640 -4.707 -0.228  -0.960
32 H 0.519 -5.006 -1.097  0.482
33 H -0.162 -4.231 0.010  0.492
34 O 2.652 -2.974 0.818  -1.005
35 H 1.964 -2.291 0.833  0.492
36 H 2.193 -3.760 0.431  0.511
37 O 1.280 2.384 -1.129  -1.004
38 H 1.414 2.860 -0.272  0.518
39 H 1.157 3.082 -1.775  0.490
40 O 0.243 1.674 3.977  -1.001
41 H 0.793 1.980 4.746  0.470
42 H 0.766 0.907 3.582  0.506
43 O -1.762 4.074 -0.381  -0.997
44 H -1.644 3.104 -0.476  0.506
45 H -2.301 4.112 0.444  0.485
46 O 1.318 -0.001 -2.198  -1.044
47 H 1.277 0.965 -1.923  0.512
48 H 2.229 -0.165 -2.512  0.504
49 O -1.719 1.170 -0.286  -1.007
50 H -2.464 0.977 0.341  0.500
51 H -1.971 0.562 -0.978  0.507
52 O -0.223 3.534 -3.418  -0.960
53 H -0.890 3.356 -2.748  0.485
54 H -0.712 3.603 -4.250  0.476
55 O 1.286 -0.718 3.083  -1.017
56 H 1.134 -0.532 2.112  0.523
57 H 2.103 -1.239 3.165  0.493

(6)
A 2-piece molecular cluster, H6O3Si2 overall at a distorted geometry. Source: the Open Molecules 2025 dataset; level of theory: ωB97M-V/def2-TZVPD.

* HOMO-LUMO gap: 9.055 eV
* ΔE to the lowest compared entry with this formula, charge and spin: 2.168 eV
* E_HOMO: -8.756 eV
* DFT total energy: -808.31546 a.u.

Last column: natural (NBO) charge in e.
Cartesian coordinates (Å):
1 O 2.185 -0.218 0.540  -1.132
2 O -1.438 -1.337 -0.301  -1.135
3 O -1.778 1.116 -0.303  -1.156
4 Si 1.182 0.598 -0.448  0.968
5 Si -0.880 0.013 0.422  1.532
6 H 3.066 -0.510 0.598  0.516
7 H -1.147 -2.260 -0.086  0.517
8 H -2.622 0.999 -0.815  0.529
9 H 1.457 -0.360 -1.537  -0.178
10 H 1.285 2.107 -0.612  -0.164
11 H -1.311 -0.148 2.542  -0.298